{
  "formula": "C23H24BrN4O2S2V",
  "method": "the ωB97M-V functional and the def2-TZVPD basis",
  "species": ["V", "Br", "C", "C", "C", "C", "O", "C", "C", "N", "C", "C", "C", "C", "C", "C", "C", "C", "N", "C", "C", "H", "H", "H", "H", "H", "H", "H", "H", "H", "H", "S", "C", "N", "C", "C", "N", "H", "H", "H", "H", "H", "H", "O", "S", "C", "C", "C", "C", "H", "H", "H", "H", "H", "H", "H", "H"],
  "coordinates": [[5.27151, 11.60283, 11.89927], [9.86079, 10.83324, 6.06381], [8.45448, 10.86824, 7.35728], [7.14080, 10.92919, 6.93751], [6.06944, 10.95755, 7.85360], [6.41022, 10.91096, 9.22778], [5.44073, 11.00754, 10.12771], [7.75239, 10.89172, 9.65890], [8.19775, 10.91910, 11.02878], [7.37936, 11.17864, 12.02151], [7.68326, 11.15743, 13.41014], [8.71485, 10.38198, 13.87118], [9.11932, 10.50700, 15.24101], [8.43842, 11.30289, 16.12190], [7.20119, 11.92017, 15.73006], [6.26973, 12.55382, 16.64832], [5.09947, 13.06732, 16.15265], [4.84889, 12.97959, 14.78424], [5.62800, 12.32471, 13.95452], [6.80691, 11.83047, 14.36519], [8.77929, 10.81527, 8.69514], [6.90350, 10.94413, 5.87889], [5.03194, 11.01370, 7.58877], [9.25039, 10.80247, 11.20411], [9.22447, 9.72120, 13.17494], [9.95826, 9.91264, 15.60714], [8.75514, 11.41751, 17.15628], [6.57717, 12.53115, 17.68854], [4.38728, 13.45367, 16.84208], [3.97990, 13.42691, 14.31407], [9.82357, 10.80651, 9.01201], [4.32230, 9.65577, 12.92232], [4.70863, 8.19465, 12.09383], [4.91249, 8.04412, 10.76830], [5.52612, 6.73066, 10.45839], [5.08688, 5.92145, 11.67301], [4.76768, 6.97067, 12.65641], [4.96505, 8.89885, 10.19743], [6.61447, 6.86548, 10.41180], [5.14896, 6.40005, 9.51108], [5.85649, 5.26451, 12.01616], [4.23358, 5.28297, 11.42392], [4.69411, 6.83776, 13.63258], [4.64044, 13.45399, 11.40387], [3.82944, 14.26521, 10.39891], [4.49208, 14.02001, 8.78177], [5.95086, 14.48349, 8.90767], [5.94363, 15.76001, 9.74586], [4.58095, 15.88080, 10.46525], [3.93030, 14.77714, 8.18881], [4.37108, 12.98843, 8.45927], [6.31663, 14.70452, 7.91477], [6.59404, 13.73187, 9.28973], [6.10763, 16.58541, 9.06352], [6.77261, 15.75137, 10.43170], [3.81388, 16.54685, 9.98573], [4.57575, 16.17610, 11.49807]],
  "forces_ev_per_angstrom": [[1.26, 0.36, -1.09], [-0.44, 0.01, 0.33], [1.12, -0.21, -0.12], [-1.83, 0.00, 0.09], [2.22, -0.36, 0.73], [-0.40, 0.83, -0.19], [-0.80, -0.33, 0.28], [0.98, -0.46, -0.36], [-1.96, 0.77, 0.78], [-1.66, 0.38, 0.00], [0.35, -0.52, 0.30], [0.08, 0.74, 0.92], [0.00, -0.43, -0.16], [-0.72, 0.08, -0.08], [-0.34, 0.20, -0.12], [1.45, -1.04, -1.33], [0.76, -0.33, 0.50], [-0.50, -0.07, -0.28], [-0.04, 0.15, -1.43], [1.45, -0.57, 0.35], [-0.13, 0.38, -0.13], [0.16, 0.06, 0.06], [-0.21, -0.08, -0.32], [0.47, -0.17, 0.23], [0.14, 0.12, 0.28], [-0.14, 0.29, -0.21], [0.04, -0.15, -0.21], [-0.44, 0.27, 0.03], [-0.52, 0.55, 0.12], [-0.17, -0.10, 0.31], [-0.29, -0.10, -0.13], [-0.05, -0.29, 0.48], [-0.10, -1.37, -1.28], [0.16, 1.32, 0.62], [0.15, 1.25, 0.32], [-0.56, -0.13, -0.37], [0.27, 1.14, -0.95], [0.09, -0.78, 0.26], [-0.17, -0.19, -0.07], [-0.11, -0.48, -0.32], [0.56, -0.24, 0.39], [-0.20, 0.34, 0.28], [-0.14, -0.22, 0.88], [0.84, -1.13, 0.85], [-1.42, 0.48, 0.12], [0.78, 0.32, -0.13], [-0.76, 0.45, -0.88], [-0.21, 0.19, -0.16], [-0.61, 0.45, -0.62], [0.10, -0.84, 0.08], [-0.25, 0.19, -0.17], [0.15, -0.02, -0.31], [0.43, -0.83, 0.59], [-0.16, 0.40, 0.17], [0.15, 0.10, 0.44], [0.83, -0.49, 0.10], [0.33, 0.12, 0.52]],
  "nbo_charge": [1.52, 0.12, -0.12, -0.15, -0.29, 0.41, -0.79, -0.24, 0.22, -0.54, 0.08, -0.18, -0.18, -0.16, -0.08, -0.07, -0.25, 0.10, -0.55, 0.23, -0.14, 0.25, 0.24, 0.22, 0.23, 0.25, 0.24, 0.25, 0.26, 0.22, 0.24, -0.16, 0.37, -0.56, -0.22, -0.23, -0.54, 0.44, 0.21, 0.24, 0.24, 0.23, 0.44, -1.01, 1.29, -0.61, -0.41, -0.43, -0.60, 0.26, 0.26, 0.25, 0.22, 0.25, 0.24, 0.26, 0.27],
  "spin_multiplicity": 3,
  "gap_ev": [7.1, 7.2],
  "charge": 2
}